# 1
C8H12FNO2 in the gas phase at a distorted geometry, computed with the ωB97M-V functional and the def2-TZVPD basis.

Molar mass ... 173.19 g mol⁻¹
LUMO energy (alpha / beta) ... 0.40 / 0.33 eV
Net charge ... 0

Element x y z (Å)
C1 0.40809 -1.38850 -1.96599
C2 -2.06594 1.03572 -0.23093
C3 -1.21090 0.65925 -1.55319
C4 2.02770 -0.18333 0.83648
C5 -1.21805 0.44896 0.88345
C6 0.63538 -1.08669 1.07712
C7 2.63344 -0.11547 -0.43385
C8 -0.36884 -0.50623 -1.04846
N1 -0.32501 -0.52571 0.32440
O1 0.96055 -2.41295 -1.37078
O2 0.42895 -1.12536 -3.13267
F1 3.23080 -1.28871 -0.83509
H1 -2.30114 2.06774 -0.17314
H2 -3.03156 0.57063 -0.35979
H3 -1.77532 0.51570 -2.50465
H4 -0.55045 1.50067 -1.90113
H5 1.88759 0.81265 1.25836
H6 2.59890 -0.73642 1.53051
H7 -0.72015 1.29528 1.38195
H8 -1.94283 0.09142 1.73938
H9 1.04387 -2.10140 0.72540
H10 0.36794 -0.93221 2.09565
H11 2.19199 0.36717 -1.29601
H12 1.60155 -3.01897 -1.93423

Forces on the atoms, in the same order (eV/Å):
-1.963 2.213 1.309
0.923 -1.528 -2.643
0.166 0.771 0.208
-0.874 0.298 1.680
-2.296 1.178 2.410
3.608 -0.852 -0.740
-0.244 -1.068 -1.440
0.584 -0.068 -0.574
-3.060 0.243 -2.587
2.327 -3.705 -0.369
0.480 -0.117 -1.841
0.274 0.392 0.188
0.319 1.081 0.315
-0.215 -0.579 0.264
0.021 -0.576 1.039
-0.228 -0.488 0.778
-0.313 0.060 -0.108
1.416 -0.368 0.755
0.604 -0.329 -0.182
1.538 -0.107 -1.559
-1.356 1.363 0.990
0.147 -0.597 0.957
0.194 0.471 0.025
-2.053 2.312 1.124

Here are the natural (NBO) charges for atoms 1 to 4, given in e: number 1, C, carries 0.708; number 2, C, carries -0.407; number 3, C, carries -0.439; number 4, C, carries -0.540

=====

# 2
A molecular structure, C24H38IrN4OS at a distorted geometry, computed with the ωB97M-V functional and the def2-TZVPD basis.

Molar mass ... 622.88 g mol⁻¹
LUMO energy (alpha / beta) ... -12.06 / -12.06 eV
Net charge ... +3

Element x y z (Å)
Ir1 0.40401 -0.69670 -0.92617
C1 -2.36743 -2.11972 -1.02717
C2 -1.48932 -3.35416 -0.80793
N1 -0.05551 -3.01475 -0.72073
C3 0.86505 -3.77794 -1.58591
C4 1.42709 -2.92590 -2.72711
N2 2.09974 -1.74260 -2.16558
C5 2.91141 -0.98013 -3.13254
C6 2.19674 0.20309 -3.78339
C7 1.99768 1.39110 -2.83391
N3 0.74364 1.32122 -2.06572
C8 -0.43846 1.67529 -2.87864
C9 -1.62895 0.77699 -2.54552
N4 -1.22152 -0.62860 -2.65616
C10 -2.30245 -1.60338 -2.47058
H1 -2.06113 -1.32698 -0.33008
H2 -3.39816 -2.38527 -0.79157
H3 -1.65445 -4.05321 -1.62743
H4 -1.80618 -3.84952 0.11151
H5 0.22926 -3.16564 0.24250
H6 0.36660 -4.65381 -2.00845
H7 1.70875 -4.13198 -0.98638
H8 0.63868 -2.60541 -3.40928
H9 2.12945 -3.54584 -3.29856
H10 2.73918 -2.08696 -1.44740
H11 3.25194 -1.64867 -3.92565
H12 3.79420 -0.60520 -2.61740
H13 1.25173 -0.12097 -4.21364
H14 2.82320 0.54085 -4.60987
H15 2.00127 2.31601 -3.42126
H16 2.83190 1.43295 -2.12979
H17 0.81599 1.99299 -1.30194
H18 -0.18132 1.55670 -3.93263
H19 -0.72177 2.72002 -2.73040
H20 -2.44988 1.00605 -3.23390
H21 -1.98332 0.96056 -1.52730
H22 -0.82693 -0.75241 -3.58829
H23 -2.14186 -2.44629 -3.14314
H24 -3.25687 -1.14389 -2.73798
O1 0.32370 -0.18774 1.29680
S1 0.79652 -0.65220 2.65583
C11 -0.38250 0.10929 3.89368
C12 -1.75756 0.17932 3.35313
C13 -2.53886 -0.97844 3.21228
C14 -3.82788 -0.89270 2.73339
C15 -4.35910 0.34800 2.37423
C16 -3.58814 1.50406 2.50776
C17 -2.29200 1.41737 2.97270
C18 2.29047 0.39127 3.06158
C19 2.04882 1.85437 3.00037
C20 1.82807 2.48258 1.76514
C21 1.67533 3.85089 1.69647
C22 1.73615 4.61862 2.86042
C23 1.93444 4.00004 4.09334
C24 2.06422 2.62709 4.16774
H25 0.00105 1.09779 4.14468
H26 -0.31447 -0.56086 4.75136
H27 -2.14004 -1.93632 3.51358
H28 -4.43192 -1.78092 2.64117
H29 -5.36998 0.41406 1.99862
H30 -4.00883 2.46284 2.25071
H31 -1.70091 2.31236 3.09223
H32 3.05149 0.08221 2.34529
H33 2.58029 0.06196 4.05901
H34 1.78003 1.86912 0.87359
H35 1.51232 4.33808 0.74832
H36 1.62238 5.69044 2.80719
H37 1.99347 4.59342 4.99188
H38 2.23143 2.15608 5.12290

Forces on the atoms, in the same order (eV/Å):
-0.231 -1.548 -3.034
0.106 -0.192 -0.264
-0.922 0.368 -0.046
0.749 1.873 1.022
0.526 0.152 -0.586
-0.511 -0.707 0.083
-1.692 0.770 1.334
0.118 0.851 -0.535
0.158 0.034 0.489
0.501 -0.272 -0.407
-0.079 -0.772 2.127
-0.768 -0.352 -0.140
0.200 0.766 0.114
2.097 -0.031 0.762
-0.494 -0.565 0.662
-0.336 -0.035 0.162
0.018 0.066 0.061
0.111 -0.070 0.022
0.178 -0.017 -0.024
-0.040 -0.139 0.004
0.033 0.063 0.141
-0.139 -0.058 0.039
0.065 0.037 -0.027
0.022 0.232 0.062
-0.148 0.183 0.140
-0.033 -0.206 0.162
0.039 -0.094 0.079
-0.118 -0.006 -0.223
-0.052 -0.076 -0.035
-0.063 -0.022 0.195
-0.080 0.135 -0.019
-0.008 0.046 -0.091
0.006 0.025 0.027
0.130 -0.064 0.018
0.004 -0.160 0.080
-0.075 -0.022 0.012
0.150 -0.064 0.150
0.004 0.099 -0.116
0.127 0.099 -0.094
-0.249 0.616 -3.830
0.960 -0.333 2.488
0.308 -0.154 -0.244
-0.828 -0.014 -0.529
0.504 0.456 0.170
-0.316 0.386 -0.343
0.311 0.041 0.052
-0.439 -0.454 -0.242
0.391 -0.497 0.320
-0.450 -0.276 -0.289
-0.234 0.559 -0.096
0.133 -0.299 0.473
-0.094 0.298 0.329
-0.012 -0.324 0.071
-0.155 0.364 -0.365
0.201 -0.352 -0.525
0.076 -0.090 -0.055
0.167 -0.052 0.001
0.060 -0.147 0.113
-0.108 -0.121 0.050
-0.076 0.012 0.061
-0.056 0.127 -0.010
0.124 0.144 0.020
0.006 -0.205 0.025
0.019 -0.157 0.035
0.141 -0.001 -0.112
0.004 0.099 -0.134
0.040 0.080 -0.009
-0.030 0.072 0.086
0.050 -0.104 0.184

Here are the natural (NBO) charges for atoms 1 to 4, given in e: number 1, Ir, carries 1.290; number 2, C, carries -0.412; number 3, C, carries -0.243; number 4, N, carries -0.596